The following is a quantum chemistry calculation of the ion C4H11N2 with charge +1, from the Open Molecules 2025 dataset.

Last column: Mulliken charge in e.
Element x y z (Å)
C1 -1.1743 -0.8807 -1.0624  -0.500
C2 0.4831 0.5172 -0.1760  0.199
C3 1.2275 0.7790 1.1023  -1.371
C4 -1.4773 -0.1758 1.1098  -0.968
N1 -0.6362 -0.2441 -0.0711  0.103
N2 1.1604 0.1116 -1.3387  -0.298
H1 -2.2261 -1.3163 -0.9019  0.247
H2 -0.7585 -0.8850 -2.0232  0.299
H3 1.6181 -0.1280 1.5761  0.329
H4 0.8251 1.4645 1.8558  0.459
H5 2.0520 1.2948 0.6687  0.373
H6 -1.5970 -1.0935 1.6719  0.373
H7 -1.0696 0.6131 1.8539  0.237
H8 -2.4310 0.0867 0.8079  0.452
H9 1.5187 -0.8776 -1.2040  0.385
H10 1.9563 0.7353 -1.7342  0.419
H11 0.5287 -0.0010 -2.1347  0.263

Forces on the atoms, in the same order (eV/Å):
C -3.2 -2.0 0.7
C -1.9 0.5 2.8
C 0.9 0.0 -1.0
C 1.8 1.5 3.1
N -0.5 0.5 -0.9
N 3.1 -0.2 -1.9
H 2.0 0.7 -0.5
H 0.1 -0.4 -1.0
H -0.1 0.0 0.1
H -0.3 -0.3 -0.5
H 1.4 0.6 0.4
H 0.6 -0.5 -0.3
H -0.8 -1.4 -1.5
H -1.8 0.8 -0.6
H 0.2 0.6 -0.4
H -1.5 -1.1 1.4
H 0.0 0.5 0.0

Results
**Spin multiplicity**: 1
**LUMO level**: -0.1388 Ha
**Highest occupied orbital energy**: -11.949 eV
**Charge**: +1
**Molar mass**: 87.1 g/mol
**HOMO-LUMO gap**: 8.1737 eV
**Energy relative to the best compared isomer or geometry (same formula, charge and spin)**: 4.220 eV

***

The following is a quantum chemistry calculation of the ion C4H11N2 with charge +1, from the Open Molecules 2025 dataset.

Last column: Mulliken charge in e.
Element x y z (Å)
C1 2.1598 0.5474 -1.0557  -0.857
C2 0.9687 0.8045 -0.4609  -0.464
C3 -0.2812 -0.0747 -0.1541  0.959
C4 0.3361 -1.4874 0.3182  -1.282
N1 -1.2469 -0.1551 -1.1187  -0.448
N2 -0.9312 0.6534 1.1427  -0.411
H1 2.8317 1.2825 -1.3079  0.333
H2 2.3756 -0.3239 -1.6406  0.259
H3 0.9093 1.7724 0.0145  0.260
H4 0.9386 -1.4566 1.2526  0.350
H5 0.7815 -1.9678 -0.5248  0.418
H6 -0.5914 -2.0516 0.5370  0.428
H7 -1.9940 -0.8268 -1.1856  0.209
H8 -1.5083 0.6438 -1.6491  0.225
H9 -1.3392 1.5735 0.8714  0.355
H10 -0.1757 0.8554 1.7858  0.351
H11 -1.5604 0.0186 1.5074  0.314

Forces on the atoms, in the same order (eV/Å):
C -3.6 -1.4 -0.2
C 0.7 0.3 -0.1
C 3.3 -0.9 0.4
C -3.2 1.2 1.0
N -0.6 -0.3 -0.9
N 2.4 1.9 -1.7
H 1.5 2.0 0.4
H -0.2 -0.9 0.2
H -0.1 0.5 -0.1
H -0.2 0.2 -1.0
H 0.6 0.0 -0.4
H 0.6 -0.4 0.1
H 0.4 -0.6 0.6
H 0.4 0.8 -0.3
H 0.0 -1.0 0.2
H 0.0 -0.1 0.6
H -2.0 -1.3 1.2

Results
**Spin multiplicity**: 1
**LUMO level**: -0.1240 Ha
**Highest occupied orbital energy**: -14.108 eV
**SMILES**: C=C[C@](C)(N)[NH3+]
**Charge**: +1
**Molar mass**: 87.1 g/mol
**HOMO-LUMO gap**: 10.7340 eV
**Energy relative to the best compared isomer or geometry (same formula, charge and spin)**: 2.229 eV

***

The following is a quantum chemistry calculation of the ion C4H11N2 with charge +1, from the Open Molecules 2025 dataset.

Last column: Mulliken charge in e.
Element x y z (Å)
C1 -1.1445 -1.1303 -0.7562  -0.954
C2 -0.8389 -0.6304 0.6346  -0.769
N1 0.0096 0.5719 0.5721  0.049
C3 -0.5729 1.8950 0.2268  -0.962
C4 1.6067 0.4091 0.1591  0.001
N2 2.0754 -0.7987 -0.0651  -0.250
H1 -1.9869 -1.7240 -0.7207  0.377
H2 -1.1561 -0.3096 -1.4525  0.332
H3 -0.3285 -1.7185 -1.1380  0.330
H4 -0.3836 -1.3652 1.3102  0.373
H5 -1.7258 -0.2892 1.1403  0.436
H6 -0.4894 2.4927 1.0940  0.368
H7 -1.5823 1.5951 0.1716  0.387
H8 -0.1413 2.3437 -0.7748  0.320
H9 2.1834 1.2622 0.3628  0.428
H10 2.9752 -0.9479 -0.3925  0.295
H11 1.4998 -1.6557 -0.3716  0.241

Forces on the atoms, in the same order (eV/Å):
C 1.9 0.6 0.3
C 1.0 0.8 -0.2
N 7.5 -0.4 -1.5
C 1.6 -1.0 -1.7
C -7.8 -2.5 2.0
N -2.9 -0.5 -0.7
H -1.9 -1.1 -0.5
H -0.8 0.4 -0.2
H 0.3 -0.7 -0.1
H 0.0 0.1 -0.3
H -0.5 0.1 0.2
H 0.3 1.2 0.6
H -1.5 0.5 -0.8
H -1.1 -0.8 2.2
H 0.9 1.0 -0.3
H 2.5 0.2 -0.2
H 0.5 2.2 1.1

Results
**Spin multiplicity**: 1
**LUMO level**: -0.1788 Ha
**Highest occupied orbital energy**: -13.864 eV
**SMILES**: CC/[N+](C)=C\N
**Charge**: +1
**Molar mass**: 87.1 g/mol
**HOMO-LUMO gap**: 8.9988 eV
**Energy relative to the best compared isomer or geometry (same formula, charge and spin)**: 3.271 eV

***

The following is a quantum chemistry calculation of the ion C4H11N2 with charge +1, from the Open Molecules 2025 dataset.

Last column: Mulliken charge in e.
Element x y z (Å)
C1 1.4922 -1.4088 0.7838  -1.267
C2 1.6603 -0.1389 -0.0654  -0.385
C3 0.5972 0.9163 0.3221  -0.676
N1 -0.7619 0.3649 0.1389  -0.111
C4 -1.6921 0.8770 -0.6134  0.242
N2 -2.8374 0.3223 -0.9142  -0.293
H1 1.3987 -2.3296 0.2130  0.359
H2 0.8825 -1.3813 1.6838  0.415
H3 2.4790 -1.6096 1.2088  0.367
H4 1.5724 -0.3051 -1.1377  0.325
H5 2.5975 0.3487 0.2056  0.309
H6 0.6703 1.8327 -0.2600  0.388
H7 0.7387 1.1290 1.3785  0.297
H8 -0.7461 -0.6510 0.2362  0.243
H9 -1.4254 1.8019 -1.1195  0.298
H10 -3.5557 0.8633 -1.3824  0.259
H11 -3.0702 -0.6318 -0.6779  0.230

Forces on the atoms, in the same order (eV/Å):
C 1.9 -0.6 0.0
C -1.2 0.9 0.7
C 0.2 -0.3 -0.1
N 0.5 -1.0 -0.6
C 0.8 0.4 -0.4
N -0.5 -0.1 -0.2
H -0.8 0.1 -0.2
H -0.6 0.2 -0.3
H 0.1 0.1 0.2
H 0.4 -0.2 0.0
H 0.1 -0.2 -0.5
H 0.1 0.1 0.1
H -0.2 0.3 0.1
H -0.5 0.2 0.6
H -0.5 0.3 0.5
H 0.3 -0.2 -0.1
H 0.0 0.1 0.2

Results
**Spin multiplicity**: 1
**LUMO level**: -0.1333 Ha
**Highest occupied orbital energy**: -15.082 eV
**SMILES**: CCCNC=[NH2+]
**Charge**: +1
**Molar mass**: 87.1 g/mol
**HOMO-LUMO gap**: 11.4540 eV
**Energy relative to the best compared isomer or geometry (same formula, charge and spin)**: 0.787 eV

***

The following is a quantum chemistry calculation of a cluster of 2 separate species, C4H11N2 in total, from the Open Molecules 2025 dataset.

Last column: Mulliken charge in e.
Element x y z (Å)
C1 2.4649 0.0424 -0.3174  -0.678
C2 1.4191 0.6097 -0.8981  0.049
N1 0.0343 0.0099 -0.7954  -0.054
C3 -0.8402 0.4461 -1.8697  -0.981
H1 2.4715 -0.8018 0.3472  0.268
H2 3.4345 0.5195 -0.4927  0.243
H3 1.4013 1.6222 -1.3518  0.258
H4 0.1690 -1.0034 -0.8572  0.413
H5 -1.8033 -0.0511 -1.7287  0.336
H6 -0.8327 1.5215 -1.8509  0.378
H7 -0.3626 0.1052 -2.7575  0.450
C4 -1.5253 -1.0952 2.2388  -0.208
N2 -1.2472 0.0276 1.7003  -0.537
H8 -2.3814 -1.3146 2.9433  0.260
H9 -0.7971 -1.9338 2.0916  0.200
H10 -0.3803 0.1817 0.1441  0.412
H11 -1.5406 0.8735 2.2568  0.191

Forces on the atoms, in the same order (eV/Å):
C 0.3 1.1 -0.6
C -0.7 0.3 0.5
N 2.1 -0.4 0.5
C -0.3 -0.3 0.1
H -0.3 -0.5 -0.2
H -0.4 -0.1 0.3
H 0.2 -1.1 0.0
H -0.1 0.2 0.1
H 0.0 0.5 -0.2
H -0.6 0.4 -0.1
H 0.0 -0.1 -1.0
C 0.1 -0.3 0.7
N 0.8 0.6 1.6
H 1.1 0.6 -0.4
H -1.2 0.3 -0.7
H -0.2 0.0 0.6
H -0.9 -1.1 -1.2

Results
**Spin multiplicity**: 1
**LUMO level**: -0.1148 Ha
**Highest occupied orbital energy**: -14.253 eV
**Charge**: +1
**Molar mass**: 87.1 g/mol
**HOMO-LUMO gap**: 11.1303 eV
**Energy relative to the best compared isomer or geometry (same formula, charge and spin)**: 2.777 eV

***

The following is a quantum chemistry calculation of a cluster of 2 separate species, C4H11N2 in total, from the Open Molecules 2025 dataset.

Last column: Mulliken charge in e.
Element x y z (Å)
C1 1.1332 1.0875 0.2796  -0.560
C2 1.5430 -0.0208 1.3434  -0.561
C3 0.2439 -0.0003 0.5164  0.510
C4 -1.9225 0.7144 0.0620  -0.874
N1 0.3966 -1.5095 -1.5790  -0.618
N2 -1.0392 -0.1718 0.7085  0.000
H1 0.8692 2.0849 0.4004  0.316
H2 1.6939 1.0357 -0.6026  0.281
H3 2.3162 -0.7498 1.0440  0.268
H4 1.4436 0.1711 2.4219  0.274
H5 -2.1202 1.6577 0.7106  0.328
H6 -1.5443 1.1702 -0.8443  0.361
H7 -2.9227 0.1292 -0.0730  0.309
H8 -0.5291 -1.1880 -1.8546  0.229
H9 0.6193 -2.4281 -1.6510  0.203
H10 1.1669 -0.9753 -1.9761  0.238
H11 -1.3480 -1.0070 1.0938  0.297

Forces on the atoms, in the same order (eV/Å):
C 0.5 -1.7 0.3
C -1.5 -0.2 -1.5
C 0.0 -0.7 2.7
C -4.1 1.5 0.7
N 0.1 4.2 1.0
N 3.8 1.6 -1.3
H -0.7 1.6 1.0
H 1.0 -0.4 -1.2
H -0.4 0.8 0.1
H -0.1 -0.1 -0.6
H 0.1 -1.7 -0.7
H 0.2 -0.6 -0.4
H 1.7 1.5 -0.1
H 0.6 -0.6 -0.4
H 0.1 -3.4 -0.4
H -0.6 0.0 -0.3
H -0.7 -1.6 1.1

Results
**Spin multiplicity**: 1
**LUMO level**: -0.1629 Ha
**Highest occupied orbital energy**: -14.178 eV
**Charge**: +1
**Molar mass**: 87.1 g/mol
**HOMO-LUMO gap**: 9.7467 eV
**Energy relative to the best compared isomer or geometry (same formula, charge and spin)**: 3.404 eV

***

The following is a quantum chemistry calculation of the ion C4H11N2 with charge +1, from the Open Molecules 2025 dataset.

Last column: Mulliken charge in e.
Element x y z (Å)
C1 1.6487 1.4057 0.3976  -1.023
C2 1.5545 -0.0928 0.6415  -0.487
C3 0.3530 -0.7792 0.0021  -0.738
N1 -0.8864 -0.1449 0.4746  -0.099
C4 -2.0560 -0.3032 -0.1676  0.103
N2 -2.1596 -0.7762 -1.3700  -0.266
H1 1.9861 1.7659 -0.5721  0.307
H2 0.6667 1.8796 0.5471  0.242
H3 2.2679 1.8617 1.1671  0.319
H4 1.5496 -0.2745 1.7149  0.328
H5 2.4860 -0.5453 0.2922  0.343
H6 0.1824 -1.8391 0.2160  0.429
H7 0.4694 -0.8579 -1.0907  0.335
H8 -0.9208 0.7621 0.9324  0.336
H9 -2.8459 0.0957 0.4542  0.381
H10 -2.9931 -1.1998 -1.7684  0.273
H11 -1.3025 -0.9576 -1.8708  0.217

Forces on the atoms, in the same order (eV/Å):
C -0.9 0.7 0.5
C 0.7 -0.4 -0.1
C 0.1 -0.2 -0.2
N -1.5 0.1 -2.0
C 1.4 1.0 1.6
N -0.3 -1.1 -0.4
H 0.1 -0.5 -0.1
H 0.1 0.1 0.0
H 0.2 0.0 -0.1
H -0.2 0.0 0.1
H -0.2 -0.2 -0.1
H 0.6 0.0 0.7
H -0.2 1.0 0.0
H 0.8 -0.4 0.7
H -0.8 -0.2 -0.7
H 0.0 0.5 0.3
H 0.0 -0.2 -0.1

Results
**Spin multiplicity**: 1
**LUMO level**: -0.1443 Ha
**Highest occupied orbital energy**: -15.289 eV
**SMILES**: CCC/[NH+]=C\N
**Charge**: +1
**Molar mass**: 87.1 g/mol
**HOMO-LUMO gap**: 11.3620 eV
**Energy relative to the best compared isomer or geometry (same formula, charge and spin)**: 1.057 eV

***

The following is a quantum chemistry calculation of the ion C4H11N2 with charge +1, from the Open Molecules 2025 dataset.

Last column: Mulliken charge in e.
Element x y z (Å)
C1 -1.2116 -0.2986 -2.1119  -0.243
N1 -0.7767 0.0023 -0.9410  -0.008
C2 -0.9422 -0.9396 0.1745  -0.444
C3 0.3254 -0.8307 1.0737  -0.617
C4 0.8681 0.6135 1.2215  -0.726
N2 0.9799 1.3815 -0.0283  -0.538
H1 -0.9781 -1.2872 -2.5507  0.271
H2 -1.5236 0.4639 -2.8076  0.298
H3 -0.1086 0.8454 -0.7850  0.406
H4 -1.8058 -0.6530 0.7580  0.297
H5 -0.9725 -1.9190 -0.3045  0.375
H6 0.0119 -1.1529 2.0766  0.333
H7 1.1911 -1.4250 0.7867  0.317
H8 0.2399 1.0318 2.0411  0.351
H9 1.8857 0.6234 1.6015  0.389
H10 0.9244 2.3647 0.2146  0.249
H11 1.8927 1.1796 -0.4192  0.290

Forces on the atoms, in the same order (eV/Å):
C 1.7 -0.3 -0.3
N -3.0 -1.3 -1.5
C 3.3 -0.2 -0.4
C 0.1 0.5 0.3
C -0.3 -0.6 1.6
N -0.1 0.5 0.3
H -1.5 -0.2 0.7
H 0.5 0.5 -0.2
H -0.1 1.4 0.9
H -0.4 0.0 -0.3
H -0.6 -0.3 0.6
H 0.4 0.0 -0.3
H -0.5 -0.6 -0.5
H 0.3 0.7 -1.1
H -0.1 -0.6 0.6
H 0.2 0.1 -0.3
H 0.0 0.3 -0.2

Results
**Spin multiplicity**: 1
**LUMO level**: -0.1804 Ha
**Highest occupied orbital energy**: -14.654 eV
**SMILES**: C=[NH+]CCCN
**Charge**: +1
**Molar mass**: 87.1 g/mol
**HOMO-LUMO gap**: 9.7441 eV
**Energy relative to the best compared isomer or geometry (same formula, charge and spin)**: 2.632 eV

***

Question: Number 4 is which compound?
Answer: C4H11N2